ORCA calculation (ωB97M-V/def2-TZVPD) on a single C3H5B molecule.

Calculated values
E_HOMO ... -0.3137 hartree
Kohn-Sham gap ... 9.02 eV
Max |F| ... 0.1039 hartree/bohr
E_LUMO ... 0.49 eV

Geometry as XYZ:
```
9
Properties=species:S:1:pos:R:3:forces:R:3:lowdin_charge:R:1
B 0.424 0.477 0.585 -0.69 -1.01 -1.01 0.023
C 1.052 1.281 1.563 -2.70 -2.97 -3.53 0.023
C -0.598 -1.482 -1.239 0.45 1.94 -0.49 -0.045
C -0.597 -0.296 -0.519 1.90 -0.87 0.77 -0.129
H 1.928 1.352 2.030 3.38 -0.31 1.70 -0.036
H 0.510 2.143 1.655 -1.75 2.44 0.38 -0.016
H 0.270 -2.134 -1.575 -1.02 0.86 1.37 0.073
H -1.505 -1.659 -1.856 0.67 0.08 0.57 0.051
H -1.485 0.317 -0.644 -0.24 -0.16 0.24 0.056
```
Forces are in eV/Å.

***

ORCA calculation (ωB97M-V/def2-TZVPD) on C29H28MnN3PSe2 as an isolated structure.

Calculated values
E_HOMO (spin up / spin down) ... -0.4014 / -0.4090 hartree
Kohn-Sham gap (spin up / spin down) ... 6.97 / 8.36 eV
Max |F| ... 0.0139 hartree/bohr
⟨S²⟩ ... 6.171
E_LUMO (spin up / spin down) ... -3.95 / -2.77 eV
Multiplicity ... 5
Total charge ... +1

Geometry as XYZ:
```
64
Properties=species:S:1:pos:R:3:forces:R:3:lowdin_charge:R:1
Mn -0.916 0.195 -0.220 -0.63 0.33 -0.09 0.452
Se 0.722 0.045 1.880 -0.03 -0.05 -0.10 0.427
P 1.789 -1.057 0.315 0.07 -0.03 0.07 0.268
Se 0.620 -1.293 -1.525 0.38 -0.32 -0.06 0.459
C 3.343 -0.206 -0.018 -0.01 0.07 -0.09 -0.416
C 4.268 -0.112 1.023 0.06 0.01 -0.05 -0.089
C 5.453 0.575 0.823 -0.02 -0.01 0.02 -0.062
C 5.713 1.173 -0.407 0.00 0.01 0.00 -0.065
C 4.791 1.081 -1.439 -0.05 -0.03 0.01 -0.066
C 3.600 0.389 -1.247 0.09 0.05 0.04 -0.104
C 2.212 -2.708 0.902 0.01 -0.04 0.02 -0.424
C 1.781 -3.187 2.133 0.07 -0.08 -0.01 -0.110
C 2.097 -4.487 2.512 0.00 0.03 -0.01 -0.066
C 2.838 -5.297 1.665 0.01 -0.01 0.01 -0.063
C 3.273 -4.815 0.434 -0.01 0.03 -0.01 -0.060
C 2.959 -3.523 0.048 0.02 -0.02 0.07 -0.093
H 4.061 -0.574 1.981 0.01 0.01 -0.01 0.112
H 6.178 0.645 1.625 -0.03 0.00 -0.03 0.112
H 6.642 1.710 -0.559 -0.04 -0.03 0.01 0.111
H 4.998 1.542 -2.397 -0.01 -0.02 0.04 0.110
H 2.876 0.307 -2.048 0.01 0.01 0.00 0.061
H 1.214 -2.545 2.795 -0.01 -0.02 0.00 0.056
H 1.767 -4.863 3.473 0.01 0.02 -0.03 0.111
H 3.084 -6.309 1.965 -0.01 0.05 -0.02 0.112
H 3.854 -5.448 -0.224 -0.02 0.02 0.02 0.113
H 3.293 -3.146 -0.913 -0.01 -0.02 0.02 0.110
N -1.856 -1.492 0.579 -0.14 0.24 0.10 -0.011
C -3.250 -1.846 0.420 0.18 0.00 -0.04 -0.227
C -3.584 -3.182 0.279 0.04 -0.09 -0.05 -0.019
C -4.909 -3.552 0.135 -0.02 0.00 0.01 -0.063
C -5.887 -2.569 0.125 0.00 0.04 -0.01 -0.058
C -5.534 -1.236 0.261 -0.07 0.00 -0.02 -0.016
C -4.204 -0.842 0.427 0.02 0.18 0.02 -0.123
C -3.862 0.608 0.519 -0.16 -0.19 -0.11 -0.176
C -4.832 1.451 1.073 -0.05 -0.05 0.01 -0.038
C -4.762 2.827 0.961 0.01 0.00 -0.02 -0.060
C -3.716 3.388 0.248 0.00 -0.02 0.00 -0.070
C -2.698 2.572 -0.227 0.00 0.08 0.12 -0.108
C -2.709 1.185 -0.049 0.07 0.08 0.16 -0.111
H -1.281 -2.289 0.324 0.16 -0.02 -0.09 0.058
H -1.644 -1.302 1.558 -0.06 -0.04 0.15 0.065
H -2.802 -3.936 0.283 -0.03 0.04 0.02 0.120
H -5.173 -4.596 0.029 0.01 0.02 -0.01 0.113
H -6.927 -2.837 -0.009 0.03 0.01 0.01 0.113
H -6.305 -0.480 0.199 0.02 -0.03 0.01 0.116
H -5.665 1.004 1.600 -0.01 0.02 -0.03 0.116
H -5.533 3.448 1.398 0.04 -0.03 -0.02 0.114
H -3.670 4.456 0.078 -0.01 -0.03 0.01 0.110
H -1.891 3.055 -0.751 0.07 0.04 0.01 0.077
C 1.725 4.988 -0.054 -0.02 -0.07 0.00 0.002
C 1.072 3.842 -0.751 0.08 0.10 -0.02 -0.270
C 0.844 3.591 -2.091 0.07 0.01 -0.11 0.042
C 0.197 2.351 -2.151 -0.17 0.05 -0.15 -0.334
N 0.033 1.879 -0.915 0.01 -0.30 -0.04 -0.101
N 0.570 2.793 -0.085 -0.01 0.13 0.11 0.052
C -0.311 1.624 -3.351 0.11 0.06 0.05 -0.030
H 2.157 5.668 -0.784 -0.01 -0.01 0.00 0.088
H 2.521 4.643 0.608 -0.02 -0.01 -0.03 0.090
H 1.002 5.542 0.546 0.01 -0.01 -0.02 0.091
H 1.117 4.218 -2.925 -0.02 -0.03 0.08 0.125
H 0.579 2.617 0.907 0.08 -0.11 0.03 0.099
H -0.518 2.329 -4.153 -0.02 0.01 -0.01 0.091
H -1.228 1.083 -3.124 -0.08 -0.02 0.02 0.073
H 0.424 0.902 -3.711 0.02 0.00 0.02 0.064
```
Forces are in eV/Å.

***

ORCA calculation (ωB97M-V/def2-TZVPD) on a single C20H24N6O4S molecule.

Calculated values
E_HOMO ... -0.3034 hartree
Kohn-Sham gap ... 8.62 eV
Max |F| ... 0.0231 hartree/bohr
E_LUMO ... 0.37 eV

Geometry as XYZ:
```
55
Properties=species:S:1:pos:R:3:forces:R:3:lowdin_charge:R:1
C -7.532 -1.360 -0.346 0.20 -0.14 0.05 -0.116
C -6.045 -1.688 -0.365 -0.10 0.25 -0.12 -0.269
C -5.260 -0.699 -1.224 0.38 -0.36 0.30 -0.186
C -3.765 -0.999 -1.218 -0.24 0.12 -0.45 -0.207
O -3.280 -0.772 0.092 -0.05 0.06 0.20 -0.036
C -1.953 -0.871 0.324 0.35 -0.04 0.20 -0.265
C -1.010 -1.322 -0.598 -0.39 -0.08 -0.07 -0.012
C 0.326 -1.361 -0.255 0.09 0.06 0.31 -0.031
C 0.751 -0.939 1.000 -0.51 -0.06 -0.23 -0.177
C -0.195 -0.515 1.934 0.10 -0.11 -0.18 -0.036
C -1.528 -0.490 1.602 -0.22 -0.04 -0.16 -0.001
H -2.273 -0.161 2.310 -0.09 0.04 0.08 0.122
H 0.136 -0.205 2.913 0.00 0.05 0.12 0.114
C 2.158 -0.885 1.316 1.02 -0.20 -0.13 -0.293
N 3.127 -1.494 0.635 -0.59 -0.29 0.06 0.184
N 4.212 -1.083 1.255 -0.83 -0.04 0.35 -0.203
N 3.958 -0.279 2.253 1.10 0.21 0.32 0.079
N 2.683 -0.143 2.317 -0.66 0.09 0.16 0.086
C 5.543 -1.420 0.843 0.79 -0.25 0.17 -0.033
C 5.568 -2.055 -0.540 -0.14 0.13 0.16 -0.448
O 6.136 -3.093 -0.768 0.14 -0.11 0.15 0.098
N 4.920 -1.381 -1.542 0.19 -0.33 -0.73 0.106
C 4.232 -0.197 -1.469 -0.75 0.67 -0.63 -0.627
N 4.489 0.773 -0.665 0.89 -0.54 0.05 0.069
C 3.600 1.785 -0.795 -0.71 0.12 -0.46 -0.160
C 2.636 1.614 -1.740 0.41 -0.11 0.04 -0.505
S 2.844 0.073 -2.516 0.50 0.20 0.62 1.109
C 1.498 2.517 -2.069 -0.32 0.00 0.24 -0.088
C 0.443 2.356 -0.973 -0.03 0.00 -0.68 -0.495
O -0.566 1.716 -1.093 -0.15 0.01 -0.01 0.123
O 0.826 3.005 0.115 0.38 0.29 0.22 0.004
C 0.016 2.912 1.295 -0.37 -0.14 0.44 -0.195
C 0.926 2.825 2.507 -0.08 0.02 -0.50 -0.058
H 1.548 1.933 2.457 0.00 -0.01 0.06 0.039
H 1.571 3.699 2.555 0.07 0.11 0.08 0.077
H 0.322 2.782 3.408 -0.07 0.01 0.15 0.081
H -0.628 2.032 1.211 0.10 0.23 -0.01 0.097
H -0.608 3.812 1.335 0.04 -0.14 -0.06 0.129
H 1.836 3.554 -2.079 -0.03 -0.04 -0.09 0.131
H 1.055 2.251 -3.028 -0.05 0.13 0.08 0.120
H 3.701 2.645 -0.160 -0.09 0.23 0.08 0.124
H 4.839 -1.901 -2.408 0.14 0.00 0.22 0.153
H 6.136 -0.500 0.842 -0.11 -0.14 -0.02 0.133
H 5.982 -2.135 1.546 -0.10 0.09 -0.23 0.138
H 1.057 -1.707 -0.970 0.03 -0.01 -0.06 0.089
H -1.306 -1.632 -1.586 -0.07 -0.01 -0.09 0.109
H -3.591 -2.044 -1.510 0.04 0.09 0.02 0.131
H -3.242 -0.340 -1.923 0.02 -0.11 0.08 0.131
H -5.411 0.313 -0.844 -0.02 0.10 -0.07 0.120
H -5.617 -0.735 -2.255 0.00 0.05 -0.05 0.118
H -5.648 -1.661 0.651 0.03 -0.09 0.01 0.108
H -5.900 -2.698 -0.755 0.07 -0.05 0.04 0.110
H -7.944 -1.390 -1.352 -0.11 0.02 -0.09 0.070
H -8.073 -2.076 0.268 -0.14 -0.02 0.04 0.067
H -7.698 -0.365 0.061 -0.07 0.11 0.04 0.071
```
Forces are in eV/Å.

***

ORCA calculation (ωB97M-V/def2-TZVPD) on C41H37AsCl5N3O2SZn as an isolated structure.

Calculated values
E_HOMO ... -0.0379 hartree
Kohn-Sham gap ... 4.69 eV
Max |F| ... 0.1029 hartree/bohr
E_LUMO ... 3.66 eV
Total charge ... -2

Geometry as XYZ:
```
91
Properties=species:S:1:pos:R:3:forces:R:3:lowdin_charge:R:1
Zn 0.804 0.260 0.086 0.55 -0.57 0.58 0.480
O -0.279 3.809 1.699 0.05 -0.07 -0.04 0.013
C -0.182 2.610 1.463 0.01 0.13 0.25 -0.636
O 0.575 2.124 0.539 -0.31 0.01 -0.62 -0.161
C -1.005 1.656 2.315 -0.11 -0.08 -0.03 -0.193
C -2.309 2.072 2.590 0.08 0.05 0.12 -0.054
C -3.162 1.317 3.372 0.00 0.04 0.00 -0.110
C -2.700 0.123 3.918 0.03 0.04 0.10 -0.118
C -1.425 -0.321 3.628 0.02 0.07 0.03 -0.142
C -0.566 0.409 2.794 0.11 0.11 -0.05 -0.618
S 0.993 -0.337 2.379 -0.16 -0.03 0.05 0.533
H -2.642 3.006 2.153 0.03 0.04 0.05 0.116
H -4.178 1.650 3.553 0.00 0.01 0.00 0.094
H -3.342 -0.469 4.561 0.01 -0.02 -0.05 0.092
H -1.074 -1.270 4.012 -0.03 -0.03 -0.04 0.092
C -0.532 -8.406 -2.745 0.02 0.04 0.04 -0.067
C -0.350 -7.081 -2.052 0.03 -0.03 0.02 -0.287
C -0.867 -5.910 -2.575 0.04 0.01 -0.01 -0.028
C -0.680 -4.672 -1.962 -0.07 -0.11 -0.03 -0.251
C -1.245 -3.492 -2.683 -0.14 0.16 0.01 -0.049
C 0.025 -4.571 -0.752 0.20 -0.07 0.21 -0.238
As 0.418 -2.907 0.370 0.33 -0.03 0.21 1.268
N 0.483 -1.509 -0.935 -0.23 -0.53 0.79 -0.270
C 1.344 -1.792 -1.969 -0.28 0.40 -0.22 -0.473
C 1.242 -0.985 -3.133 0.09 0.00 -0.08 -0.086
C 2.050 -1.176 -4.236 -0.02 0.06 0.04 -0.132
C 3.015 -2.182 -4.251 0.05 -0.03 -0.03 -0.159
C 3.130 -2.993 -3.130 -0.02 0.00 -0.02 -0.117
C 2.321 -2.815 -2.019 -0.07 0.09 0.10 -0.089
C -1.394 -2.785 1.191 -1.85 -0.24 -1.70 -0.363
C -2.037 -3.870 1.858 1.04 -0.13 -0.16 -0.329
C -1.255 -5.081 2.291 -0.03 0.38 0.13 -0.100
C -3.352 -3.707 2.352 -0.76 -0.24 0.56 -0.118
C -4.422 -3.007 1.811 2.50 1.93 0.42 -0.259
C -5.178 -2.128 2.803 -0.75 -0.46 -0.64 -0.091
C -4.064 -2.545 0.407 1.22 -2.62 3.47 -0.371
C -2.256 -1.784 0.790 -0.24 -2.13 1.00 -0.296
C -2.732 0.461 -0.191 4.96 1.84 0.12 -0.205
C 0.581 -5.761 -0.237 0.14 0.00 0.05 -0.303
C 1.446 -5.842 1.007 0.18 -0.07 -0.19 -0.123
C 0.380 -6.980 -0.881 -0.01 -0.01 -0.03 -0.044
H -1.306 -8.344 -3.511 -0.01 -0.01 0.00 0.066
H -0.813 -9.185 -2.034 -0.01 -0.01 -0.02 0.070
H 0.396 -8.722 -3.229 -0.01 -0.02 -0.01 0.072
H -1.427 -5.943 -3.505 -0.02 -0.01 0.01 0.109
H -2.125 -3.773 -3.265 0.02 -0.01 0.02 0.080
H -0.507 -3.064 -3.365 0.03 0.00 -0.02 0.078
H -1.516 -2.716 -1.984 -0.10 0.31 0.13 0.033
H 0.474 -0.217 -3.146 0.01 0.00 0.04 0.111
H 1.919 -0.535 -5.103 -0.01 -0.01 -0.01 0.092
H 3.646 -2.337 -5.119 -0.02 -0.02 0.00 0.078
H 3.876 -3.781 -3.111 -0.02 -0.01 0.00 0.092
H 2.467 -3.446 -1.152 0.03 -0.05 -0.04 0.069
H -0.188 -4.848 2.340 -0.26 -0.04 0.17 0.032
H -1.385 -5.919 1.597 0.05 -0.02 0.05 0.072
H -1.584 -5.423 3.280 0.03 0.00 0.03 0.069
H -3.477 -4.017 3.398 -0.17 -0.42 -0.17 0.098
H -5.020 -2.475 3.825 -0.09 -0.10 -0.02 0.065
H -6.250 -2.056 2.590 -0.04 0.00 0.08 0.058
H -4.775 -1.117 2.748 -0.11 0.03 0.19 0.030
H -3.931 -3.462 -0.162 0.46 0.76 -1.09 0.115
H -3.995 -0.565 1.270 0.36 -0.08 -0.91 0.111
H -2.978 -1.496 -1.247 -0.40 0.41 0.35 0.118
H -1.552 0.355 0.224 -3.85 0.74 -1.28 0.133
H 1.694 -4.862 1.405 0.07 -0.08 0.03 0.012
H 2.377 -6.362 0.766 0.03 0.01 -0.03 0.073
H 0.940 -6.414 1.786 0.10 -0.03 -0.05 0.066
H 0.819 -7.876 -0.447 0.00 0.01 0.02 0.113
Cl -2.102 3.721 -1.600 -0.03 0.01 0.02 0.642
C -3.419 2.605 -1.589 0.49 0.09 0.24 -0.708
C -3.404 1.355 -0.943 -2.21 -1.50 -0.46 -0.187
C -4.865 -0.535 -0.778 -3.77 0.83 -1.89 -0.743
Cl -3.480 -1.040 0.027 0.43 -0.47 -0.14 0.725
C -4.834 0.694 -1.319 2.25 0.84 0.58 -0.233
Cl -6.237 -1.661 -0.881 0.47 0.95 -0.16 0.652
C -5.468 1.650 -2.125 -0.60 -0.20 -0.11 -0.706
Cl -7.034 1.502 -2.867 0.09 -0.01 0.09 0.571
C -4.624 2.745 -2.267 0.10 0.14 0.00 -0.742
Cl -5.025 4.138 -3.196 0.01 -0.02 -0.01 0.638
C 5.126 0.700 -3.278 0.01 -0.07 0.00 -0.024
N 4.424 0.433 -2.044 0.03 0.05 0.01 -0.114
C 4.794 -0.466 -1.069 0.05 0.00 0.05 -0.065
C 3.799 -0.452 -0.144 -0.08 0.08 0.06 -0.119
N 2.834 0.444 -0.533 0.01 -0.03 -0.12 0.018
C 3.235 0.946 -1.674 -0.01 0.06 0.09 -0.145
H 6.158 0.984 -3.071 -0.01 0.03 -0.01 0.085
H 4.628 1.518 -3.794 0.01 0.00 0.00 0.091
H 5.105 -0.183 -3.916 -0.02 0.01 -0.01 0.077
H 5.708 -1.029 -1.134 -0.01 -0.02 -0.02 0.114
H 3.685 -1.017 0.766 0.03 -0.03 -0.01 0.101
H 2.698 1.684 -2.248 0.02 -0.03 -0.05 0.145
```
Forces are in eV/Å.